Arrangement A

DFT (ωB97M-V/def2-TZVPD) results for a cluster of 2 separate species, C3H6P2 in total.

Properties
Frontier orbital gap = 8.23 eV

ORCA input file:
```
! wB97M-V def2-TZVPD RIJCOSX def2/J DEFGRID3
* xyz 0 1
C 0.50607 1.00159 1.07982
C -0.07125 0.91850 2.48918
C -0.07133 -0.14132 1.44250
P -0.47813 -0.60464 -4.09116
P 0.14391 -1.45312 -2.36486
H 1.31699 -2.38016 -2.85270
H 0.97274 1.64810 0.45410
H 0.63210 0.75497 3.33903
H -1.12120 1.41579 2.81224
H -0.17573 -1.11345 1.21192
H -1.65416 -0.04625 -3.52008
*
```

=====

Arrangement B

DFT (ωB97M-V/def2-TZVPD) results for an isolated molecule of C3H6P2.

Properties
Frontier orbital gap = 7.92 eV

ORCA input file:
```
! wB97M-V def2-TZVPD RIJCOSX def2/J DEFGRID3
* xyz 0 1
C 0.20722 0.32358 -0.08651
C -0.20578 -0.66962 -1.16430
C 0.02931 -0.15670 1.40838
P -0.41967 2.09087 -0.56570
P 1.56249 1.49894 -0.44831
H -0.14988 -0.13211 -2.11359
H -1.36550 -0.86165 -1.22439
H 0.22641 -1.62830 -1.20414
H 0.56141 0.77899 2.11124
H 0.52549 -1.07682 1.57312
H -0.97152 -0.16717 1.71422
*
```

=====

Result of the stability comparison: arrangement A is the least stable of them.

=====

Arrangement A

DFT (ωB97M-V/def2-TZVPD) results for a cluster of 14 separate species, H29O14 in total.

Properties
Frontier orbital gap = 11.07 eV

ORCA input file:
```
! wB97M-V def2-TZVPD RIJCOSX def2/J DEFGRID3
* xyz 1 1
O 0.52271 2.77631 2.13710
H 0.57328 3.39927 2.88040
O -0.53330 -2.67204 -2.19629
H -0.29795 -3.54406 -2.51446
H -0.78033 -2.84629 -1.28592
O -1.26656 -0.73476 0.05505
H -1.41739 0.25514 -0.05823
H -2.16122 -0.99442 -0.25654
O 1.38772 0.22975 3.16501
H 0.56377 -0.26123 3.40785
H 2.01888 -0.09263 3.82060
O -1.37910 1.82682 -0.15309
H -1.64715 2.01542 0.79187
H -2.15789 2.11268 -0.63142
O -1.09625 0.17604 -2.57847
H -0.60767 -0.22110 -3.30184
H -1.11241 -0.49325 -1.88432
O 2.24641 -0.46706 -3.01201
H 2.23603 -1.37046 -2.63965
H 3.01161 -0.27614 -3.55644
O -3.49201 -0.99737 -1.91690
H -2.95239 -0.35682 -2.42520
H -3.76934 -1.61249 -2.60724
O 2.01808 -1.07082 0.72483
H 1.74387 -0.77631 1.62729
H 1.14602 -1.21422 0.32598
O -1.92554 -0.76851 2.63448
H -2.41893 -1.59538 2.64901
H -1.58331 -0.77232 1.70575
O 1.10638 2.65493 -0.55341
H 2.19058 1.69130 -0.56020
H 0.28955 2.10534 -0.38514
O -2.93138 2.20204 1.98653
H -3.31511 1.34474 2.20582
H -2.81046 2.62170 2.85530
O 2.85304 -3.75461 0.20925
H 2.15124 -3.17050 0.51393
H 3.42833 -3.86311 0.97802
O 2.73204 0.84160 -0.91791
H 2.40322 0.55759 -1.86449
H 2.25610 0.14451 -0.39017
H 0.99937 2.00562 2.50634
H 1.00482 3.31460 0.14735
*
```

=====

Arrangement B

DFT (ωB97M-V/def2-TZVPD) results for a structure of composition H29O14.

Properties
Frontier orbital gap = 11.10 eV

ORCA input file:
```
! wB97M-V def2-TZVPD RIJCOSX def2/J DEFGRID3
* xyz 1 1
O -1.84985 -1.12702 3.91070
H -1.30971 -0.47427 4.34324
O 1.73310 -3.89839 0.16176
H 1.75775 -4.42249 0.81280
H 0.93243 -3.70767 -0.00073
O 0.75109 1.11195 -0.13080
H 0.81174 0.81854 0.84185
H 1.50772 0.60321 -0.63751
O -4.28280 2.69365 0.16776
H -4.20098 2.40769 1.17741
H -5.11562 2.26762 -0.07619
O 2.48699 0.65744 2.55219
H 1.77423 0.85749 3.21815
H 2.57346 -0.22393 2.75071
O 3.50539 -2.23230 1.17220
H 4.34517 -2.37255 0.80612
H 3.23477 -2.05086 0.20610
O -1.76654 -1.28432 -3.49642
H -2.61966 -1.78921 -3.18942
H -2.13263 -1.06204 -4.36201
O 3.27084 0.15252 -0.69157
H 3.54226 -0.77301 -0.91517
H 4.01200 0.64204 -0.29796
O -2.49866 2.13016 -2.04254
H -3.00361 2.50065 -1.17305
H -1.66550 2.54341 -2.17162
O -0.17299 3.45020 -1.33353
H 0.71264 3.52110 -1.59505
H -0.36315 4.17528 -0.81512
O -0.24655 -0.89987 1.23720
H -0.33347 0.83004 -0.78006
H 0.19492 -1.21318 2.04613
O 0.78002 -1.84292 4.18705
H 1.65743 -2.23595 3.76273
H 0.83343 -1.52365 5.03766
O -0.74492 0.86109 -4.21058
H -0.89536 1.76267 -4.18832
H -0.56617 0.64002 -5.11311
O -1.05204 0.23328 -1.67003
H -0.52073 -0.19031 -2.44679
H -1.51449 1.01848 -1.99535
H -1.74567 -1.74728 4.65456
H -1.20785 -0.84574 1.59293
*
```

=====

Arrangement C

DFT (ωB97M-V/def2-TZVPD) results for a cluster of 14 separate species, H29O14 in total.

Properties
Frontier orbital gap = 11.23 eV

ORCA input file:
```
! wB97M-V def2-TZVPD RIJCOSX def2/J DEFGRID3
* xyz 1 1
O -0.06658 -3.78977 -2.62964
H -2.52698 3.55780 -0.36256
O 1.55042 3.95442 0.49871
H 0.69674 3.82048 0.05437
H -2.07690 2.91051 -1.53364
O 0.97757 1.70336 -4.26410
H -3.33407 2.64323 2.06616
H 0.64204 2.50343 -4.65210
O -0.23480 -1.19849 -1.25294
H 0.49220 -1.59243 -1.74718
H -0.39037 -1.99664 -0.67891
O -0.09626 -4.56695 1.83261
H -0.89743 -4.52395 2.38553
H 0.55246 -5.14796 2.19160
O 0.90384 -0.71345 2.11555
H 0.26516 -0.45901 2.76955
H 0.93630 -1.63591 1.93877
O 2.13175 -0.52034 -2.69431
H 2.50975 -0.82762 -3.53352
H 1.54665 0.20841 -2.86548
O 2.15421 2.44765 3.36528
H 1.52750 2.52095 4.07316
H 2.95914 2.76233 3.81318
O 0.51126 0.98168 -0.05833
H 0.09117 0.83875 -0.90551
H -0.10402 -2.97740 -3.15451
O -1.86712 3.69734 -1.02700
H -3.92409 -3.64469 -0.70014
H 0.16033 1.23986 -3.95236
O -3.01899 1.80295 1.63962
H 2.63588 1.28111 1.43151
H -0.66563 -2.66293 1.62075
O -1.25031 -2.20765 2.34898
H 0.43978 0.15983 0.44594
H -2.00125 -2.24553 1.68791
O -3.64246 -2.87412 -0.22191
H 2.21804 4.59815 0.12205
H -4.34061 -2.34286 -0.68507
O 2.85839 1.69082 0.59728
H 2.51574 2.60336 0.57153
H 1.88046 1.35535 0.12278
H 0.11245 -4.55902 -3.14663
H -2.83138 1.20497 2.37305
*
```

=====

Result of the stability comparison: arrangement B is the least stable of them.

=====

Arrangement A

DFT (ωB97M-V/def2-TZVPD) results for a structure of composition C5H8O2P.

Properties
Frontier orbital gap = 7.28 eV

ORCA input file:
```
! wB97M-V def2-TZVPD RIJCOSX def2/J DEFGRID3
* xyz -1 1
C 1.83569 -1.12054 -0.47211
C 0.51363 -1.02571 -0.60605
C -0.69701 -0.45554 -0.23436
C 2.66977 -0.24053 0.39188
C -1.88276 0.92786 -0.71390
O -1.43325 -1.01499 0.65169
O -3.56488 -1.10694 -0.38398
P -2.99855 -0.01577 0.36990
H 2.13163 -1.90119 -1.16005
H 1.92073 0.37509 0.85424
H 3.40949 -0.79306 1.06304
H 3.31357 0.35306 -0.30937
H -2.31302 1.03545 -1.74012
H -1.38627 1.78216 -0.51927
H -4.10457 0.94495 0.19097
H -3.05174 0.08068 1.67314
*
```

=====

Arrangement B

DFT (ωB97M-V/def2-TZVPD) results for a structure of composition C5H8O2P.

Properties
Frontier orbital gap = 7.68 eV

ORCA input file:
```
! wB97M-V def2-TZVPD RIJCOSX def2/J DEFGRID3
* xyz -1 1
C -2.46057 0.68606 -0.01463
C -1.59351 0.73421 0.86930
C -3.58885 0.44777 -0.93301
C 1.98341 -1.09627 -0.48382
C 2.47478 0.12864 0.25821
O 0.98925 -0.20109 2.53015
O 1.51551 1.09465 0.38687
P 0.49781 1.05206 1.82999
H -4.40331 1.07387 -0.68948
H -3.21725 0.55615 -1.96349
H -3.97854 -0.49456 -0.87970
H 1.53466 -1.98994 0.11907
H 1.23914 -0.71604 -1.23839
H 2.81011 -1.64692 -0.98332
H 3.38795 0.51288 -0.16264
H 2.80941 -0.14146 1.35489
*
```

=====

Result of the stability comparison: arrangement A is the least stable of them.